{"formula": "C58H42ClN2O4P3S2SiTl", "method": "ωB97M-V with the def2-TZVPD basis set", "species": ["Tl", "C", "C", "C", "C", "C", "C", "P", "C", "C", "C", "C", "C", "C", "C", "C", "C", "C", "C", "C", "Si", "C", "C", "C", "C", "C", "C", "P", "C", "C", "C", "C", "C", "C", "C", "C", "C", "C", "C", "C", "C", "C", "C", "C", "C", "C", "P", "C", "C", "C", "C", "C", "C", "C", "C", "C", "C", "C", "C", "H", "H", "H", "H", "H", "H", "H", "H", "H", "H", "H", "H", "H", "H", "H", "H", "H", "H", "H", "H", "H", "H", "H", "H", "H", "H", "H", "H", "H", "H", "H", "H", "H", "H", "H", "H", "H", "H", "H", "H", "H", "H", "S", "C", "C", "N", "C", "S", "C", "N", "O", "Cl", "O", "O", "O"], "positions_angstrom": [[1.189, 0.053, -1.239], [1.767, -4.687, 3.568], [0.443, -4.361, 3.870], [-0.231, -3.378, 3.135], [0.399, -2.790, 2.030], [1.684, -3.164, 1.721], [2.395, -4.063, 2.509], [-0.380, -1.783, 0.729], [-1.224, -3.090, -0.204], [-2.387, -2.861, -0.912], [-2.995, -3.810, -1.741], [-2.386, -5.026, -1.873], [-1.165, -5.243, -1.193], [-0.576, -4.310, -0.377], [-1.609, -0.603, 1.513], [-2.705, -1.042, 2.250], [-3.447, -0.164, 2.995], [-3.255, 1.184, 2.850], [-2.230, 1.645, 2.012], [-1.398, 0.805, 1.333], [-0.149, 1.707, 0.112], [0.731, 2.824, 1.388], [0.129, 3.996, 1.774], [0.643, 4.844, 2.749], [1.862, 4.520, 3.371], [2.510, 3.358, 2.951], [1.956, 2.506, 1.952], [2.821, 0.988, 1.550], [2.840, 0.035, 3.066], [1.709, 0.123, 3.913], [1.525, -0.811, 4.930], [2.455, -1.849, 5.158], [3.506, -1.969, 4.267], [3.693, -1.046, 3.243], [4.572, 1.589, 1.292], [5.596, 1.518, 2.235], [6.794, 2.127, 1.952], [7.046, 2.730, 0.743], [6.079, 2.675, -0.225], [4.842, 2.140, 0.073], [-1.112, 2.859, -1.005], [-0.805, 4.223, -1.117], [-1.551, 5.039, -1.942], [-2.601, 4.535, -2.721], [-2.795, 3.170, -2.698], [-2.056, 2.305, -1.894], [-2.368, 0.457, -2.002], [-4.175, 0.522, -1.773], [-5.167, 0.575, -2.780], [-6.504, 0.612, -2.381], [-6.900, 0.691, -1.046], [-5.920, 0.636, -0.058], [-4.577, 0.534, -0.426], [-2.149, 0.195, -3.808], [-1.254, 0.871, -4.555], [-0.881, 0.398, -5.814], [-1.458, -0.716, -6.320], [-2.420, -1.383, -5.628], [-2.773, -0.917, -4.366], [2.357, -5.416, 4.115], [-0.035, -4.826, 4.682], [-1.233, -3.082, 3.396], [2.186, -2.793, 0.813], [3.330, -4.400, 2.113], [-2.940, -1.934, -0.790], [-3.990, -3.619, -2.103], [-2.735, -5.844, -2.398], [-0.627, -6.137, -1.328], [0.299, -4.510, 0.214], [-2.922, -2.097, 2.280], [-4.140, -0.571, 3.705], [-3.933, 1.890, 3.285], [-2.159, 2.695, 1.933], [-0.825, 4.354, 1.341], [0.053, 5.723, 2.999], [2.370, 5.110, 4.083], [3.450, 3.046, 3.443], [0.946, 0.830, 3.651], [0.616, -0.765, 5.502], [2.323, -2.611, 5.903], [4.255, -2.718, 4.372], [4.481, -1.147, 2.547], [5.402, 0.993, 3.102], [7.553, 2.108, 2.705], [8.015, 3.242, 0.654], [6.228, 3.050, -1.231], [4.048, 2.149, -0.629], [0.030, 4.645, -0.607], [-1.282, 6.107, -2.042], [-3.089, 5.221, -3.384], [-3.624, 2.744, -3.262], [-4.919, 0.620, -3.869], [-7.146, 0.703, -3.238], [-7.974, 0.724, -0.849], [-6.175, 0.617, 0.950], [-3.767, 0.451, 0.223], [-0.745, 1.751, -4.144], [-0.142, 0.897, -6.369], [-1.135, -1.009, -7.294], [-2.911, -2.255, -6.006], [-3.576, -1.450, -3.866], [0.705, -1.606, -3.247], [1.676, -2.933, -2.683], [1.426, -4.184, -3.377], [1.210, -5.092, -4.068], [2.582, -2.882, -1.679], [3.216, -1.366, -1.070], [3.238, -4.081, -1.218], [3.742, -4.987, -0.734], [3.415, 3.530, -3.091], [2.152, 2.960, -2.721], [1.067, 3.711, -3.288], [1.979, 2.926, -1.278], [2.087, 1.597, -3.282]], "forces_ev_per_angstrom": [[-0.3421, -0.6164, -0.2796], [0.1518, 0.0391, -0.2220], [0.5151, 1.0495, -0.8054], [0.6812, -0.4194, 0.0014], [-0.6578, 0.1485, 0.3606], [1.1992, 0.0178, -0.5243], [-1.0225, -0.4533, -0.6979], [-0.0495, 0.9690, -0.0529], [-0.3392, 0.3661, -0.1298], [-1.0496, 0.4834, -0.1006], [0.1120, 0.1466, 0.9168], [2.2027, 0.6124, 1.5108], [-0.4825, 0.5397, -0.4324], [-0.7409, 0.3417, 0.2558], [0.1885, 0.0371, -0.8369], [1.2929, -0.4883, -0.1951], [-0.5345, -0.0891, 0.2963], [0.5341, 0.2779, -0.5184], [-1.4468, -0.1578, 0.9805], [1.1251, -1.5057, -0.9860], [-0.2104, 0.1017, 0.8788], [0.4600, -1.0236, -1.1432], [-1.3549, 1.6950, 0.6137], [0.4932, -0.3130, 0.2337], [-0.3958, -1.1075, -1.4837], [-0.1627, -0.4634, -0.1084], [0.6407, 1.1747, 1.8920], [1.0439, -0.2842, -1.2372], [-1.1343, -0.3219, 0.8518], [0.8384, -0.9480, -0.1594], [0.3991, -0.2442, -0.1427], [-0.3721, 0.8113, -0.9723], [0.2784, 1.1033, 0.0786], [-0.5088, 0.4814, 0.5353], [-0.6822, -0.6711, 1.0826], [-0.5942, 0.6954, -1.7854], [0.2159, -0.3562, 0.8194], [0.9467, 0.4211, 0.2746], [-0.1917, 0.4336, -0.9567], [0.0356, 0.0245, -0.3025], [0.0452, -0.5958, -0.6692], [-0.8189, -0.2888, -0.3246], [-0.0684, 0.8285, -0.4773], [1.4621, -0.0435, 0.7078], [-1.0448, -0.3062, -0.3335], [-0.0434, 0.3510, 0.5143], [0.3321, 1.2353, -0.3777], [-1.0128, -0.1452, -0.4455], [0.5760, 0.0027, 0.5361], [0.8923, 0.5965, -0.6686], [-0.0159, -0.3987, -0.6207], [0.6579, -0.1636, -1.6458], [-1.0942, 0.0164, -1.9472], [-1.5291, -1.0046, 1.3463], [1.9954, 1.3411, -0.6110], [-0.4052, 0.8003, 1.3097], [0.4469, -0.1609, -1.2193], [-0.9352, -0.0154, 1.3289], [-0.3565, -0.7913, -0.5985], [-0.4184, -0.0802, 0.1987], [-0.6070, -0.5273, 0.9226], [-0.1974, -0.0913, 0.0958], [-0.4179, 0.0679, 0.6830], [0.6698, -0.0294, 0.2424], [0.2531, 0.0447, 0.1466], [-0.0938, 0.1278, -0.4216], [-1.0660, -1.2950, -1.2882], [0.3144, -1.2261, -0.2319], [0.3481, -0.3474, -0.2255], [-0.0013, -0.2647, 0.1315], [-0.6199, 0.0427, 0.0481], [-0.0482, 0.2640, 0.4726], [0.2329, 1.0563, -0.3317], [0.6499, -0.5921, 0.1852], [0.3423, -0.0260, 0.0939], [0.0726, 0.7937, 0.8019], [-0.5404, 0.3340, -0.4220], [-0.3256, 0.3902, 0.3019], [-0.1753, 0.0233, 0.2965], [-0.2259, -0.0013, 0.3565], [0.2426, -0.7092, 0.1339], [0.9079, -0.3826, -0.5833], [-0.0487, -0.7801, 1.9805], [0.4444, 0.0493, 0.3327], [-0.5025, -0.3093, -0.4643], [0.1160, 0.1659, 0.1103], [-0.3947, 0.1580, -0.8640], [0.3779, 0.1031, 0.3165], [-0.1459, -0.6848, 0.1522], [-0.5671, -0.0596, -0.2027], [0.2738, 0.0756, -0.2224], [-0.1268, -0.1735, 1.1406], [-0.9432, -0.1134, 0.2074], [0.4190, 0.0802, 0.2918], [-0.4490, 0.0894, 1.6405], [0.7665, -0.0542, 1.6657], [-0.1251, -0.2802, -0.1958], [0.8650, 0.6832, -0.5424], [0.0328, -0.5243, -0.5240], [-0.1393, -0.3440, -0.2824], [0.2344, 0.0282, 0.3325], [0.0385, 0.0655, 0.1488], [-0.7316, -0.3909, -0.1765], [-0.3079, -0.3948, -0.6262], [0.2629, 0.8007, 0.8948], [0.6997, -0.0203, -0.5448], [0.5477, -0.1428, 0.5460], [-0.6719, 1.2957, -0.3134], [0.4815, -0.8753, 0.3337], [-0.0482, 0.0233, 0.5763], [-0.3257, -0.0825, -1.8621], [0.0694, 0.1974, 0.0007], [0.4724, -0.1519, 0.1254], [-0.0365, 0.2288, 1.1039]], "mulliken_charge": [2.37, -0.86, -0.83, -0.54, 0.63, 1.35, -0.73, 2.06, 0.30, -0.07, -0.67, -0.98, -0.67, -0.92, 0.82, -0.27, -1.43, -0.95, -0.10, 0.05, -1.72, 0.78, 0.05, -1.02, -0.97, -0.44, -0.32, 1.76, 0.54, -0.77, -0.62, -0.76, -0.77, -0.66, 0.29, -0.42, -0.66, -0.52, -0.68, -0.60, 0.92, -0.24, -0.80, -1.11, 0.17, -0.72, 1.63, 0.39, -0.53, -0.72, -0.88, -0.84, 0.65, 0.40, -0.29, -0.73, -0.63, -0.92, -0.39, 0.34, 0.47, 0.37, -1.45, 0.42, 0.13, 0.50, 0.50, 0.49, 0.45, 0.63, 0.41, 0.43, 0.32, 0.37, 0.40, 0.47, 0.35, 0.35, 0.38, 0.43, 0.41, 0.57, 0.60, 0.41, 0.33, 0.48, 0.31, 0.65, 0.31, 0.38, 0.31, 0.31, 0.40, 0.36, 0.62, -0.64, 0.11, 0.52, 0.40, 0.43, 0.38, 0.01, 1.13, -0.45, -0.65, 0.08, -0.35, -0.10, -0.69, -0.75, 1.89, -0.66, -0.53, -0.74], "e_lumo_ev": 2.15, "homo_ev": -5.1263, "total_energy_ha": -5388.3126, "e_above_lowest_kj_mol": 0.00, "gap_ev": 7.28, "charge": -1}